1.
Molecular formula: C33H26AsN2O10PPtS2
Method: DFT, ωB97M-V/def2-TZVPD

Last column: Mulliken charge in e.
Positions of all 76 atoms, in Å:
Pt (0.9220, -0.4018, 0.1808)  2.370
O (3.1089, -3.9261, 0.5390)  -0.698
S (1.9839, -3.0582, 0.3758)  1.257
O (1.5523, -2.4226, 1.6137)  -0.648
O (2.0562, -2.0129, -0.7187)  -0.730
C (0.5432, -4.0128, -0.0683)  -0.227
C (0.6020, -5.3899, 0.0227)  -0.494
C (-0.5513, -6.1452, -0.1481)  -0.653
C (-1.7592, -5.5140, -0.3894)  -0.860
C (-1.8138, -4.1290, -0.4900)  -0.725
C (-0.6643, -3.3568, -0.3582)  0.624
P (-0.7655, -1.5566, -0.7036)  1.094
C (-0.6961, -1.4556, -2.5127)  0.514
C (-1.4983, -2.2633, -3.3189)  -0.422
C (-1.4445, -2.1432, -4.6975)  -0.728
C (-0.5917, -1.2147, -5.2823)  -0.767
C (0.2107, -0.4125, -4.4877)  -0.598
C (0.1639, -0.5376, -3.1059)  -0.208
C (-2.4447, -1.1077, -0.2110)  0.596
C (-3.3630, -0.5437, -1.0863)  -0.567
C (-4.6115, -0.1522, -0.6175)  -0.878
C (-4.9415, -0.3276, 0.7164)  -0.590
C (-4.0218, -0.8916, 1.5939)  -0.734
C (-2.7754, -1.2765, 1.1335)  -0.583
H (1.5512, -5.8551, 0.2524)  0.552
H (-0.5034, -7.2234, -0.0732)  0.400
H (-2.6658, -6.0937, -0.5034)  0.418
H (-2.7680, -3.6501, -0.6721)  0.464
H (-2.1664, -2.9914, -2.8776)  0.368
H (-2.0698, -2.7731, -5.3165)  0.428
H (-0.5566, -1.1170, -6.3596)  0.394
H (0.8639, 0.3265, -4.9329)  0.380
H (0.7904, 0.0951, -2.4870)  0.214
H (-3.0980, -0.3830, -2.1244)  0.500
H (-5.3234, 0.2949, -1.2992)  0.433
H (-5.9153, -0.0217, 1.0766)  0.411
H (-4.2763, -1.0256, 2.6375)  0.450
H (-2.0523, -1.7091, 1.8179)  0.473
O (-1.8656, 3.9878, -2.1082)  -0.596
As (-0.6418, 2.7594, -2.3704)  0.676
O (-0.1682, 2.6238, -3.9035)  -0.687
O (-1.3359, 1.2884, -1.7723)  -0.405
C (0.7632, 3.2625, -1.1635)  0.307
C (2.0295, 2.8857, -1.6053)  -0.396
C (3.1430, 3.1122, -0.8128)  -0.580
C (3.0036, 3.7464, 0.4144)  -0.538
C (1.7480, 4.1391, 0.8469)  -0.378
C (0.6309, 3.8687, 0.0691)  -0.182
S (-0.9764, 4.4672, 0.6447)  0.992
O (-0.8318, 5.9062, 0.7720)  -0.770
O (-0.8312, 3.9832, 2.2487)  -0.434
O (-1.8237, 1.6313, 0.5893)  -0.587
H (-2.2351, 4.2503, -2.9623)  0.327
H (2.1347, 2.4230, -2.5793)  0.567
H (4.1182, 2.7961, -1.1561)  0.437
H (3.8708, 3.9341, 1.0348)  0.395
H (1.6241, 4.6643, 1.7844)  0.517
O (2.7207, 0.3900, 0.7336)  -0.806
C (3.0549, 0.4149, 1.9805)  0.946
C (4.3645, 0.0471, 2.3776)  -0.703
C (4.7558, 0.1649, 3.6811)  -0.491
C (3.8829, 0.6590, 4.6729)  -0.786
C (2.6169, 1.0224, 4.3198)  -0.863
C (2.1733, 0.8951, 2.9849)  -0.788
C (0.8709, 1.3220, 2.6115)  1.344
N (0.2021, 0.9614, 1.4971)  -0.472
C (-0.9580, 1.6855, 1.4202)  -0.946
C (-1.0047, 2.6442, 2.6190)  0.776
N (0.1333, 2.1666, 3.3780)  -0.120
H (5.0163, -0.3488, 1.6105)  0.511
H (5.7530, -0.1452, 3.9681)  0.428
H (4.2145, 0.7207, 5.6996)  0.425
H (1.9216, 1.3663, 5.0767)  0.501
H (-1.7348, 1.3457, -0.9175)  0.525
H (-1.9401, 2.5507, 3.1701)  0.285
H (0.5901, 2.7868, 4.0275)  0.338

## Properties
net charge: 0
2S+1: 1
frontier orbital gap: 7.31 eV
energy above the lowest of the compared OMol25 structures with the same formula, charge and spin: 0.00 kcal/mol

---

2.
Molecular formula: C50H112O26S6
Method: DFT, ωB97M-V/def2-TZVPD

Last column: Mulliken charge in e.
Positions of all 194 atoms, in Å:
C (3.9378, 1.6222, -3.4243)  -0.871
C (4.2324, 0.3016, -2.7146)  0.096
C (4.7582, 0.7823, -1.3932)  -0.122
O (3.8798, 1.8895, -1.1312)  -0.335
C (3.5766, 2.5973, -2.3109)  1.066
H (3.2851, 1.5824, -4.2963)  0.155
H (4.8331, 1.9892, -3.9260)  0.430
H (4.9473, -0.3293, -3.2427)  0.571
H (3.3383, -0.2901, -2.5186)  -0.378
H (5.8277, 0.9912, -1.3692)  0.391
H (4.6412, 0.0058, -0.6372)  -0.283
H (4.0928, 3.5414, -2.4850)  0.171
H (2.5037, 2.7868, -2.2780)  -0.794
C (3.6722, 3.0684, 2.6576)  0.752
C (3.6348, 4.2817, 1.6614)  0.745
C (3.8672, 5.4531, 2.6226)  -0.628
O (4.7672, 4.8884, 3.5526)  -0.535
C (4.6966, 3.4557, 3.7330)  -0.448
H (3.8616, 2.1344, 2.1286)  -0.438
H (2.6502, 2.9842, 3.0271)  -0.191
H (2.6960, 4.3407, 1.1106)  -0.724
H (4.4992, 4.1273, 1.0157)  0.176
H (2.9376, 5.7140, 3.1285)  0.329
H (4.2954, 6.3596, 2.1947)  0.209
H (4.3066, 3.1481, 4.7033)  0.224
H (5.6098, 2.9045, 3.5084)  0.373
C (0.8195, 0.8865, 4.6930)  1.608
C (1.4014, 1.5712, 5.8889)  0.652
C (0.2603, 2.4195, 6.2915)  -0.859
O (-0.9208, 1.6192, 6.0458)  -0.521
C (-0.7509, 0.7597, 4.9412)  0.650
H (1.2407, -0.0715, 4.3883)  -1.140
H (0.9754, 1.5909, 3.8759)  -0.399
H (2.2293, 2.1998, 5.5610)  -0.441
H (1.7310, 0.9039, 6.6852)  0.259
H (0.2487, 3.2722, 5.6126)  0.340
H (0.4041, 2.8387, 7.2873)  0.418
H (-1.2567, 1.0522, 4.0210)  -0.407
H (-1.0761, -0.2725, 5.0707)  0.053
C (2.5480, 7.2016, -0.6925)  -0.989
C (1.3268, 6.5452, -0.0824)  -0.619
C (1.0023, 5.5535, -1.2151)  1.008
O (2.0750, 5.6216, -2.1402)  -0.377
C (3.2600, 6.1398, -1.5728)  0.007
H (3.2355, 7.6779, 0.0065)  0.448
H (2.3559, 8.0365, -1.3664)  0.323
H (0.4652, 7.2057, 0.0159)  0.471
H (1.4334, 6.1564, 0.9303)  0.261
H (0.1507, 5.8420, -1.8312)  0.203
H (0.9816, 4.5235, -0.8592)  -0.881
H (3.9392, 6.4758, -2.3563)  0.412
H (3.7487, 5.3991, -0.9398)  -0.166
C (-2.6634, 4.7442, -0.0712)  -0.757
C (-2.3968, 4.0118, -1.3798)  0.730
C (-3.6218, 3.1919, -1.6833)  -0.421
O (-4.1675, 2.9007, -0.4063)  -0.374
C (-3.3296, 3.5196, 0.6615)  -0.066
H (-3.3698, 5.5682, -0.1724)  0.341
H (-1.7626, 5.1202, 0.4140)  0.356
H (-1.5102, 3.3777, -1.3725)  -0.707
H (-2.1584, 4.7241, -2.1697)  0.508
H (-3.4163, 2.2497, -2.1914)  -0.259
H (-4.3542, 3.7533, -2.2635)  0.434
H (-2.6319, 2.7746, 1.0439)  -0.301
H (-4.0068, 3.7954, 1.4699)  0.528
C (-0.1086, 0.8068, 1.0473)  1.324
C (1.1819, 1.0571, 0.2520)  1.138
C (0.9960, 0.2780, -1.0655)  1.258
O (-0.3266, -0.3913, -0.9324)  -0.008
C (-1.1636, 0.3116, 0.0140)  0.440
H (-0.4861, 1.7259, 1.4956)  0.474
H (0.0427, 0.0847, 1.8496)  -1.045
H (2.0757, 0.8737, 0.8483)  -0.494
H (1.2234, 2.1282, 0.0542)  -1.276
H (1.8427, -0.4078, -1.0364)  -0.575
H (1.0626, 0.9200, -1.9438)  -0.521
H (-1.9414, -0.3382, 0.4149)  -0.017
H (-1.6967, 1.0674, -0.5628)  -1.097
C (-0.0828, 4.4319, -4.7746)  -0.708
C (-0.2193, 3.0964, -4.0733)  1.471
C (0.4675, 2.1897, -5.0658)  -0.403
O (1.5900, 2.9340, -5.4812)  -0.477
C (1.1987, 4.3289, -5.5271)  -0.484
H (-0.1187, 5.2295, -4.0324)  0.087
H (-0.9148, 4.6480, -5.4448)  0.522
H (-1.2799, 2.8708, -3.9626)  -0.171
H (0.2351, 3.0911, -3.0825)  -0.701
H (-0.2092, 2.0017, -5.8994)  0.318
H (0.7356, 1.1989, -4.6991)  0.140
H (1.1330, 4.6511, -6.5663)  0.250
H (1.9577, 4.9059, -4.9989)  0.179
C (-3.8370, 0.0925, 2.7671)  0.485
C (-4.9623, -0.0287, 1.7874)  0.223
C (-5.7777, 1.2069, 2.0955)  -0.184
O (-5.7223, 1.3934, 3.4923)  -0.513
C (-4.4559, 0.8088, 3.9736)  -0.540
H (-3.0153, 0.7303, 2.4412)  -0.893
H (-3.3025, -0.8131, 3.0540)  0.487
H (-5.5059, -0.9355, 2.0524)  0.286
H (-4.7090, -0.1537, 0.7347)  -0.116
H (-6.8353, 1.0759, 1.8664)  0.386
H (-5.4265, 2.1045, 1.5865)  -0.186
H (-4.7061, 0.0246, 4.6882)  0.345
H (-3.7938, 1.5795, 4.3683)  0.254
O (0.4786, -2.3674, -7.7759)  -0.661
S (0.9218, -2.9114, -6.4750)  1.213
O (2.3363, -2.9887, -6.0766)  -0.584
O (0.1498, -2.1023, -5.2327)  -0.066
C (-1.1845, -1.7465, -5.3827)  -0.587
C (-1.5422, -1.2365, -3.9600)  0.616
C (0.1494, -4.5539, -6.2800)  -0.851
H (-1.8915, -2.5575, -5.5573)  0.465
H (-1.2670, -0.9585, -6.1314)  0.249
H (-1.3428, -1.9595, -3.1690)  -0.526
H (-2.5967, -0.9662, -4.0151)  0.232
H (-1.0520, -0.2882, -3.7399)  -0.368
H (-0.9314, -4.5217, -6.4174)  0.326
H (0.4373, -4.9517, -5.3069)  -0.002
H (0.6188, -5.2074, -7.0153)  0.496
O (1.4991, -4.4066, 0.1779)  -0.609
S (2.1726, -4.0395, -1.0908)  1.140
O (3.1022, -2.9549, -1.2245)  -0.579
O (2.8877, -5.3379, -1.7904)  -0.357
C (3.7549, -5.1028, -2.9035)  -0.141
C (3.2212, -6.0673, -3.9896)  -0.813
C (0.8038, -3.7702, -2.3216)  0.018
H (4.7533, -5.3707, -2.5576)  0.372
H (3.8901, -4.0706, -3.2266)  0.199
H (2.2168, -5.8177, -4.3315)  0.013
H (3.1088, -7.0380, -3.5068)  0.358
H (3.8608, -6.1222, -4.8705)  0.378
H (0.1538, -4.6450, -2.3031)  0.470
H (1.0905, -3.6633, -3.3678)  -0.292
H (0.2219, -2.9199, -1.9661)  -0.232
O (-7.3725, -3.4513, -2.8266)  -0.600
S (-6.9444, -3.0494, -1.5291)  1.238
O (-6.4850, -3.9754, -0.4657)  -0.655
O (-5.6544, -1.9946, -1.6817)  0.087
C (-5.7045, -1.0192, -2.7012)  -0.537
C (-5.0864, 0.3176, -2.4190)  -0.722
C (-8.2454, -1.8264, -0.8449)  -0.916
H (-6.7044, -0.9174, -3.1230)  0.642
H (-5.1099, -1.4844, -3.4874)  0.067
H (-4.0145, 0.2677, -2.2276)  -0.315
H (-5.5993, 0.8021, -1.5882)  0.348
H (-5.1274, 1.0698, -3.2068)  0.596
H (-8.6460, -1.1628, -1.6113)  0.360
H (-7.8201, -1.3617, 0.0447)  0.159
H (-9.1457, -2.3512, -0.5253)  0.442
O (6.6355, -1.0113, 6.3178)  -0.630
S (5.3232, -0.7688, 5.6822)  1.003
O (4.9827, 0.5795, 5.1578)  -0.436
O (4.9599, -1.8916, 4.5426)  -0.452
C (3.9882, -1.5329, 3.5936)  -0.015
C (4.6868, -0.7163, 2.4166)  -0.392
C (4.0729, -1.1717, 6.9338)  -0.494
H (3.1838, -0.9405, 4.0295)  -0.184
H (3.5553, -2.4446, 3.1820)  0.666
H (5.6829, -1.0833, 2.1691)  0.465
H (4.8862, 0.3181, 2.6969)  -0.090
H (4.1302, -0.8849, 1.4948)  -0.070
H (4.1625, -2.2239, 7.2039)  0.337
H (3.1072, -0.9207, 6.4950)  -0.182
H (4.2028, -0.5466, 7.8172)  0.417
O (2.4265, -5.2780, 4.8302)  -0.611
S (1.3292, -4.7884, 5.6426)  1.258
O (1.4089, -3.5184, 6.3890)  -0.578
O (0.0023, -4.9124, 4.6716)  -0.407
C (-0.5784, -3.7655, 4.1438)  -0.603
C (0.3173, -3.1048, 3.1186)  0.547
C (0.8779, -6.1759, 6.8320)  -1.095
H (-0.8252, -2.9945, 4.8737)  0.379
H (-1.5241, -4.1138, 3.7285)  0.374
H (0.8469, -3.8314, 2.5024)  0.550
H (0.9520, -2.4192, 3.6799)  -0.350
H (-0.2675, -2.4570, 2.4656)  -0.422
H (-0.0358, -5.9061, 7.3615)  0.306
H (1.6917, -6.4374, 7.5083)  0.382
H (0.8222, -7.0463, 6.1782)  0.359
O (-3.8354, -3.6507, -3.3985)  -0.517
S (-3.2433, -4.8848, -2.8969)  1.135
O (-2.2187, -5.5990, -3.6619)  -0.664
O (-2.4159, -4.5051, -1.5018)  -0.192
C (-3.1704, -3.8199, -0.5491)  1.029
C (-2.3262, -3.6993, 0.6348)  -1.471
C (-4.5565, -6.0272, -2.3404)  -1.047
H (-4.0489, -4.4141, -0.2979)  0.195
H (-3.5554, -2.8570, -0.8848)  -0.355
H (-1.4253, -3.1201, 0.4319)  -0.124
H (-1.9906, -4.6467, 1.0566)  0.453
H (-2.8721, -3.2333, 1.4552)  0.456
H (-5.1963, -6.1757, -3.2103)  0.437
H (-5.2869, -5.5953, -1.6562)  0.303
H (-4.1553, -6.9913, -2.0280)  0.327

## Properties
net charge: 0
2S+1: 1
frontier orbital gap: 9.52 eV